100
Properties=species:S:1:pos:R:3:forces:R:3:lowdin_charge:R:1 method="wB97M-V/def2-TZVPD" e_tot_ev=-136234.4710 smiles="COCCCCC[C@]1(C[C@H](C)Br)OS(=O)(=O)O[C@H]1CCCCO.CN(C)C=O.CN(C)C=O.CN(C)C=O.CN(C)C=O" total_charge=0 gap_ev=9.33
Br -3.101 4.892 -3.593 0.29 -0.02 0.32 0.7271
S 1.481 0.925 -3.760 0.79 -1.61 0.90 0.6068
O 1.687 -5.312 2.481 -0.11 -0.13 0.02 -0.0061
O -2.465 1.355 2.473 -0.47 0.14 -0.06 -0.1656
O -2.531 -4.244 3.294 -0.13 -0.07 0.02 0.0011
O 1.274 1.564 -2.291 -0.18 -0.58 -0.44 -0.1524
O -1.422 -2.621 -2.334 0.24 -1.06 -0.08 -0.0137
O 2.528 1.497 -4.520 -0.35 1.49 -0.24 -0.2150
O 2.682 4.736 0.571 -0.68 -0.41 -0.06 -0.0869
O 0.051 1.292 -4.331 0.69 0.38 -0.06 -0.1367
O 4.226 9.278 1.628 -0.01 -0.05 0.01 0.0098
O 1.680 -0.465 -3.519 -0.71 -0.35 -0.07 -0.2380
N -0.889 -4.439 -1.084 0.03 -0.13 -0.02 -0.1797
N 5.090 8.126 -0.128 0.12 -0.01 -0.17 -0.1945
N -2.041 -6.034 4.605 0.04 -0.11 0.05 -0.1988
N 3.103 -7.038 2.060 0.12 -0.04 -0.02 -0.1927
C 2.009 -7.964 1.822 -0.04 0.21 0.05 -0.0287
C -0.054 4.707 -1.476 0.44 0.47 -0.70 -0.1820
C -2.352 -0.142 -1.742 0.37 -0.18 0.51 -0.1514
C 0.298 3.701 -2.597 -0.81 0.01 0.49 -0.1012
C 1.119 5.634 -1.082 -0.59 0.03 0.71 -0.1580
C -1.306 0.027 -2.869 -1.06 0.36 0.93 -0.1142
C -2.288 -0.452 0.805 0.01 0.67 0.38 -0.1522
C 2.813 -5.763 2.377 0.08 0.12 0.03 -0.3406
C 4.888 6.841 0.528 0.16 0.38 0.12 -0.0283
C -3.090 0.213 1.914 0.13 -0.73 0.14 -0.2327
C -3.392 -6.101 5.135 0.06 0.15 -0.14 -0.0430
C -2.217 -4.505 -0.493 0.01 0.15 -0.17 -0.0216
C -1.924 0.458 -0.378 -0.27 -0.85 -0.78 -0.1582
C -4.350 2.582 -2.554 0.77 -0.38 0.29 -0.1344
C -2.926 2.599 1.992 0.59 0.17 -0.14 -0.1164
C 5.676 8.159 -1.452 -0.07 -0.17 0.19 -0.0618
C -0.010 2.215 -2.216 0.92 2.17 -0.78 -0.2409
C 4.469 -7.513 1.951 -0.22 -0.11 -0.03 -0.0537
C 1.512 5.547 0.404 0.66 0.11 -0.88 -0.2400
C -1.052 -6.992 5.053 -0.22 0.04 0.04 -0.0577
C 4.724 9.248 0.520 -0.03 0.10 0.01 -0.3643
C -1.742 -5.075 3.706 0.24 0.14 -0.18 -0.3458
C -0.624 -3.473 -1.975 0.12 0.04 -0.13 -0.3001
C -2.904 3.085 -2.796 -1.09 -0.26 -0.51 -0.6410
C -2.103 2.215 -3.786 0.54 0.96 0.34 -0.1474
C -0.897 1.469 -3.204 -0.75 -1.32 -0.33 -0.3697
C 0.103 -5.417 -0.685 -0.24 0.07 0.20 -0.0562
H 1.044 -5.241 -1.203 -0.03 0.06 -0.04 0.0879
H -1.367 -0.814 1.254 0.13 -0.14 0.07 0.1184
H -1.761 -0.357 -3.777 0.11 -0.12 -0.25 0.1305
H -0.825 5.360 -1.861 -0.44 0.02 0.05 0.0596
H -2.460 -1.216 -1.555 0.03 0.52 -0.42 0.0752
H -2.436 -3.579 0.035 -0.05 -0.05 0.08 0.0768
H 5.227 6.035 -0.117 -0.02 0.03 -0.07 0.0907
H -0.333 2.279 -1.190 -0.10 -0.84 0.20 0.1230
H 2.405 -8.947 1.579 0.05 0.01 0.00 0.0891
H 1.784 6.545 0.730 0.02 0.02 0.38 0.1024
H 4.641 -8.320 2.667 0.10 0.00 -0.02 0.0904
H 4.919 10.165 -0.063 0.01 -0.02 -0.01 0.1297
H -3.177 -0.518 2.717 -0.03 -0.01 0.19 0.1195
H -2.177 3.022 1.315 -0.05 0.10 -0.19 0.0668
H -0.100 -6.801 4.561 -0.02 0.06 -0.03 0.0693
H -0.915 -6.912 6.133 0.08 -0.08 0.00 0.0895
H -4.114 0.405 1.584 -0.07 0.42 -0.09 0.1191
H -2.440 3.173 -1.824 0.44 0.46 -0.01 0.0692
H 5.051 7.598 -2.150 0.07 0.02 -0.08 0.0867
H 0.407 -3.509 -2.364 0.00 0.03 0.00 0.1435
H -3.469 -6.922 5.843 0.06 -0.02 0.00 0.0836
H -0.468 -0.620 -2.660 0.28 0.17 0.14 0.0886
H 6.672 7.711 -1.430 0.01 0.02 -0.11 0.0883
H 1.355 3.797 -2.804 0.23 -0.26 -0.11 0.1119
H 0.834 6.665 -1.275 -0.05 0.12 -0.12 0.1080
H 5.759 9.186 -1.801 -0.02 0.02 0.03 0.0801
H -2.268 -5.335 0.206 0.06 0.01 0.03 0.0848
H -3.027 3.311 2.808 -0.08 -0.10 0.27 0.0843
H -1.721 2.882 -4.547 0.16 -0.02 -0.25 0.0834
H -0.470 4.236 -0.585 0.05 -0.24 0.06 0.0955
H 3.710 -5.143 2.538 -0.01 -0.01 0.00 0.1371
H -5.090 3.330 -2.790 -0.20 0.03 -0.07 0.0409
H -4.447 2.292 -1.512 -0.17 0.06 0.19 0.0674
H -2.842 -1.336 0.494 -0.13 -0.05 -0.17 0.0994
H -2.782 1.536 -4.287 0.06 -0.30 0.00 0.1239
H -2.965 -4.639 -1.277 -0.04 0.00 0.04 0.0950
H 5.166 -6.705 2.158 -0.03 0.04 0.01 0.0841
H -0.693 -5.110 3.367 -0.01 -0.01 0.02 0.1174
H -0.253 -6.422 -0.925 0.09 -0.03 0.01 0.0887
H 2.002 5.444 -1.686 0.17 -0.05 -0.04 0.1097
H 4.653 -7.889 0.943 0.10 -0.01 0.02 0.0909
H -3.345 0.185 -2.038 -0.09 0.32 -0.08 0.0940
H 5.445 6.818 1.466 -0.03 -0.08 0.01 0.0993
H -3.875 2.535 1.463 -0.15 -0.13 -0.02 0.0817
H -0.215 3.990 -3.508 -0.08 0.01 -0.17 0.0950
H 0.683 5.173 1.004 -0.07 0.03 0.17 0.1102
H 2.471 3.908 0.115 0.33 0.04 0.25 0.0883
H -1.379 -8.007 4.812 0.09 -0.04 0.04 0.0882
H -4.501 1.674 -3.125 -0.34 0.01 -0.25 0.0669
H 1.392 -7.607 0.996 -0.05 -0.07 0.01 0.0796
H 3.839 6.706 0.751 -0.01 -0.10 0.08 0.0534
H -0.842 0.504 -0.413 0.19 0.32 0.18 0.1071
H 0.271 -5.338 0.391 0.13 -0.12 -0.01 0.0681
H 1.381 -8.035 2.710 -0.04 -0.06 -0.04 0.0846
H -2.337 1.459 -0.286 0.12 0.21 0.29 0.0770
H -4.103 -6.252 4.323 -0.06 0.01 0.05 0.0908
H -3.641 -5.165 5.635 -0.07 -0.03 0.01 0.0924

=====

98
Properties=species:S:1:pos:R:3:forces:R:3:lowdin_charge:R:1 method="wB97M-V/def2-TZVPD" e_tot_ev=-61407.8229 total_charge=0 gap_ev=8.15
I -2.157 -3.880 0.296 -0.16 -0.24 -0.24 1.0005
O 0.380 -0.729 1.575 0.19 -0.10 -0.08 -0.1023
O -4.550 5.407 -3.385 0.09 0.04 -0.06 -0.0888
O 6.019 -3.705 1.251 0.03 0.18 -0.13 -0.1013
O -2.599 -4.727 -3.430 -0.51 0.07 0.81 0.1531
O 1.534 3.758 0.597 0.21 -0.18 -0.01 -0.0984
O 1.693 4.706 4.452 -0.09 0.10 0.03 -0.1000
O -5.412 -0.789 3.312 0.15 -0.03 0.11 -0.0897
O -5.038 4.133 -0.375 -0.01 0.14 -0.24 -0.0866
O -2.963 -0.848 -1.325 -0.14 -0.56 0.31 0.1123
N 2.993 -5.990 -3.487 0.88 0.40 1.26 0.0786
N 4.002 -4.831 -1.483 -1.37 0.27 -1.92 0.0283
N -2.709 -3.221 -1.567 -2.56 0.39 0.29 -0.4135
N 1.935 -6.060 -1.423 0.81 0.70 -0.01 0.1274
C 3.952 3.854 4.392 0.09 -0.02 -0.10 -0.0894
C 2.775 -0.519 -2.640 -0.98 -0.73 0.96 -0.1422
C 0.408 0.691 1.693 -0.40 -0.14 0.03 -0.3207
C -4.582 4.377 -4.365 -0.35 0.06 0.33 -0.3273
C 0.245 -0.986 -2.098 -0.20 -2.18 -1.18 0.0465
C 6.820 -4.880 1.157 -0.19 -0.07 0.37 -0.3151
C 1.563 5.178 0.716 -0.48 -0.04 -0.04 -0.3120
C -6.425 -0.021 3.953 -0.08 -0.04 -0.44 -0.3273
C 0.479 -3.619 -3.496 -0.32 1.43 0.80 0.0131
C 3.505 -3.564 -0.870 0.47 0.53 1.36 -0.2163
C -4.238 2.958 -0.482 -0.19 -0.05 0.38 -0.3048
C -5.994 4.184 -4.886 -0.05 -0.05 -0.13 -0.0942
C -2.141 -3.894 -2.716 3.35 0.85 -0.15 -0.4632
C 0.424 5.659 1.594 -0.07 -0.01 0.15 -0.0887
C -5.006 1.746 0.007 -0.01 -0.18 0.01 -0.0830
C -2.329 -1.814 -1.616 2.83 -0.57 -1.05 -0.5208
C 1.619 -2.716 -3.422 -2.25 0.99 1.17 -0.0221
C 3.059 5.052 4.651 -0.03 -0.40 0.18 -0.3137
C 1.491 -1.428 -2.729 -0.21 -0.43 -0.71 -0.1802
C 4.291 -2.325 -1.444 -0.34 0.62 0.56 -0.1726
C -7.796 -0.410 3.432 -0.10 -0.02 0.06 -0.0941
C 3.509 -0.957 -1.285 -0.83 0.05 -0.46 -0.1707
C 2.943 -5.617 -2.075 -0.64 -0.61 0.29 -0.5353
C -0.732 1.169 2.571 -0.03 0.13 0.04 -0.0765
C 6.052 -6.086 1.663 -0.07 -0.10 -0.05 -0.0909
C -0.748 -3.203 -2.863 0.69 1.89 0.32 -0.0723
C -0.875 -1.895 -2.178 1.52 -0.87 -1.15 -0.0817
H 2.672 -1.103 -0.543 0.96 0.26 -0.45 0.1076
H 1.479 3.995 5.067 0.01 0.08 -0.09 0.0858
H 5.786 -3.584 2.179 0.03 0.00 -0.11 0.0869
H 1.368 0.973 2.127 0.02 -0.13 -0.12 0.1144
H 5.240 -2.220 -0.847 -0.71 -0.37 -0.92 0.1062
H -5.470 -0.614 2.365 0.03 -0.06 0.10 0.0689
H 3.440 -0.652 -3.532 -0.62 0.10 0.76 0.1110
H 3.474 -5.270 -4.029 0.10 -0.48 0.13 0.0612
H 0.491 5.209 2.586 0.12 0.11 -0.10 0.0474
H 4.624 -4.571 -2.251 0.06 -0.16 0.42 0.0913
H -5.136 5.141 -2.663 0.19 0.06 0.05 0.0602
H 2.610 -2.955 -3.860 -0.92 0.06 0.27 0.1012
H 0.534 -4.615 -3.982 0.08 0.84 0.39 0.1140
H 2.418 0.545 -2.590 0.55 -0.91 0.00 0.1111
H 0.340 1.129 0.691 0.09 0.18 0.05 0.0882
H -7.983 -1.471 3.604 0.02 0.06 0.07 0.0767
H -5.272 4.243 0.553 -0.01 0.03 -0.13 0.0838
H -0.717 2.257 2.672 -0.02 -0.02 0.00 0.0679
H -6.356 -0.208 5.025 0.15 -0.05 -0.08 0.1112
H -5.304 1.873 1.053 0.10 0.01 0.03 0.0650
H 0.442 6.746 1.696 -0.07 -0.02 -0.01 0.0771
H -1.696 0.869 2.150 0.01 0.07 -0.04 0.0700
H 1.495 5.617 -0.285 0.10 0.15 0.05 0.1074
H -7.861 -0.244 2.353 -0.02 0.10 0.04 0.0705
H -4.400 0.841 -0.078 -0.05 0.01 0.00 0.0525
H 5.004 4.111 4.536 -0.02 -0.06 0.02 0.0741
H -0.542 5.362 1.172 0.03 0.13 -0.13 0.0701
H -3.323 3.101 0.103 0.10 -0.13 -0.10 0.1064
H -0.468 -0.970 1.182 0.10 -0.05 0.07 0.0435
H -4.203 3.452 -3.918 0.03 -0.11 -0.19 0.0957
H 3.814 3.488 3.372 0.01 0.09 0.01 0.0735
H 6.655 -6.993 1.588 -0.04 0.00 0.05 0.0747
H 4.141 -0.111 -0.921 -0.27 -0.82 -0.30 0.1077
H 4.499 -2.468 -2.541 0.08 0.01 1.01 0.0994
H -6.371 5.111 -5.321 0.09 -0.04 -0.03 0.0753
H 7.736 -4.730 1.738 0.09 -0.12 -0.09 0.1065
H -3.961 2.836 -1.530 -0.04 0.16 0.03 0.1038
H 3.302 5.864 3.964 -0.18 -0.01 0.01 0.1104
H 0.144 -0.014 -1.574 0.25 -0.75 -0.49 0.1159
H -6.672 3.913 -4.072 0.05 -0.10 -0.02 0.0721
H -0.665 0.721 3.564 0.06 0.04 -0.04 0.0783
H 3.739 -3.627 0.230 -0.26 0.24 -1.04 0.1047
H 3.185 5.417 5.676 0.16 0.10 -0.05 0.1076
H -5.922 1.613 -0.572 0.09 0.00 -0.05 0.0821
H 2.390 -3.456 -0.935 1.00 -0.16 -0.35 0.1088
H -6.027 3.399 -5.645 -0.06 0.00 0.03 0.0722
H 5.135 -6.223 1.086 0.10 0.01 -0.08 0.0651
H 2.023 -5.765 -0.441 -0.02 -0.25 -0.27 0.0487
H -8.580 0.170 3.924 -0.01 -0.02 -0.06 0.0733
H 0.687 3.517 0.204 0.09 0.05 0.06 0.0687
H 3.697 3.030 5.065 0.07 0.06 0.07 0.0727
H -6.228 1.042 3.774 -0.12 0.07 0.15 0.1017
H 3.494 -6.883 -3.548 -0.33 0.44 -0.30 0.0854
H 2.524 5.457 1.150 0.02 -0.18 -0.04 0.1058
H -3.913 4.668 -5.176 0.04 0.08 0.13 0.1106
H 7.094 -5.014 0.110 -0.08 0.17 0.02 0.1100
H 5.757 -5.946 2.707 0.12 -0.04 0.02 0.0732